{
  "formula": "C16H32IO9PS",
  "method": "ωB97M-V/def2-TZVPD",
  "orbital_gap_ev": 8.1,
  "spin_multiplicity": 1,
  "symbols": ["C", "C", "C", "C", "O", "C", "O", "C", "C", "C", "C", "C", "C", "C", "O", "S", "O", "O", "O", "C", "C", "C", "C", "I", "P", "O", "O", "O", "H", "H", "H", "H", "H", "H", "H", "H", "H", "H", "H", "H", "H", "H", "H", "H", "H", "H", "H", "H", "H", "H", "H", "H", "H", "H", "H", "H", "H", "H", "H", "H"],
  "positions_angstrom": [[-3.56, -1.61, 3.20], [-2.28, -0.90, 2.46], [-0.81, -1.35, 3.04], [0.22, -0.04, 3.22], [0.13, 0.92, 2.12], [0.75, 0.42, 0.88], [-0.42, 0.12, 0.04], [-0.05, -0.48, -1.25], [-1.38, -1.01, -2.11], [-2.02, 0.37, -2.80], [-0.99, -1.99, -3.37], [-0.22, -3.38, -2.95], [-0.60, -3.95, -1.46], [1.43, -3.25, -3.20], [1.87, -0.54, 0.96], [3.22, -0.19, -0.05], [3.35, -1.00, -1.39], [4.64, -0.22, 0.56], [2.57, 1.29, -0.62], [1.54, 1.79, 0.35], [0.57, 2.87, -0.49], [-0.56, 3.59, 0.46], [-0.63, 5.25, 0.25], [-2.60, 2.86, 0.20], [2.68, 2.71, 1.61], [2.27, 4.21, 1.87], [4.33, 2.77, 0.96], [2.80, 1.92, 3.16], [-3.18, -2.48, 3.88], [-4.24, -0.82, 3.77], [-4.25, -2.04, 2.32], [-2.29, -1.22, 1.31], [-2.40, 0.29, 2.44], [-0.30, -2.24, 2.47], [-0.99, -1.74, 4.15], [1.31, -0.37, 3.51], [-0.20, 0.52, 4.19], [0.66, -1.41, -1.18], [0.47, 0.31, -1.97], [-2.21, -1.48, -1.39], [-1.60, 1.34, -2.28], [-3.19, 0.36, -2.82], [-1.61, 0.39, -3.91], [-2.00, -2.31, -3.90], [-0.34, -1.40, -4.17], [-0.58, -4.21, -3.72], [0.12, -4.88, -1.25], [-1.71, -4.41, -1.41], [-0.43, -3.20, -0.58], [1.67, -2.38, -3.97], [1.77, -4.26, -3.72], [2.03, -3.18, -2.20], [1.31, 3.73, -0.86], [0.12, 2.40, -1.46], [-0.28, 3.45, 1.61], [-1.40, 5.58, -0.56], [-1.00, 5.69, 1.30], [0.47, 5.62, 0.06], [4.88, 2.17, 1.57], [3.12, 0.98, 3.09]]
}

{
  "formula": "C16H32NO8P2S",
  "method": "ωB97M-V/def2-TZVPD",
  "charge": 1,
  "orbital_gap_ev": 6.4,
  "spin_multiplicity": 1,
  "symbols": ["C", "C", "S", "N", "C", "C", "C", "C", "C", "C", "C", "C", "H", "H", "H", "H", "H", "H", "H", "H", "H", "H", "H", "H", "H", "H", "C", "O", "P", "O", "O", "C", "O", "C", "H", "H", "H", "H", "H", "H", "H", "H", "H", "C", "O", "P", "O", "O", "C", "O", "C", "H", "H", "H", "H", "H", "H", "H", "H", "H"],
  "positions_angstrom": [[8.84, 1.45, 0.75], [8.70, 0.13, 1.26], [7.89, -1.23, 0.26], [8.02, -0.73, -1.39], [6.13, -1.26, 0.85], [5.04, -1.59, -0.32], [3.82, -0.54, -0.06], [2.46, -1.14, 0.39], [1.29, -0.14, 0.69], [1.52, 1.41, 0.53], [2.87, 2.01, 0.06], [4.03, 1.01, -0.23], [8.40, 1.63, -0.29], [9.38, 2.29, 1.30], [9.10, -0.14, 2.29], [7.43, 0.09, -1.59], [9.01, -0.42, -1.49], [5.99, -2.03, 1.67], [5.88, -0.23, 1.31], [5.47, -1.51, -1.38], [4.64, -2.64, -0.09], [2.33, -2.26, 0.53], [0.28, -0.56, 1.02], [0.63, 2.07, 0.79], [3.00, 3.15, -0.03], [5.06, 1.39, -0.56], [-2.22, -1.53, 4.06], [-2.79, -1.49, 2.76], [-3.01, 0.02, 1.96], [-1.53, 0.36, 2.09], [-3.82, 0.58, 3.29], [-5.07, -0.02, 3.64], [-3.25, 1.50, 1.13], [-3.90, 2.61, 1.73], [-1.41, -2.25, 4.06], [-1.84, -0.56, 4.39], [-2.99, -1.87, 4.75], [-5.02, -0.30, 4.69], [-5.28, -0.90, 3.04], [-5.87, 0.71, 3.51], [-3.39, 2.91, 2.65], [-4.95, 2.38, 1.92], [-3.87, 3.44, 1.03], [-6.54, -1.61, -4.20], [-5.16, -1.89, -4.39], [-4.01, -1.40, -3.21], [-4.72, -2.16, -2.09], [-4.61, 0.14, -3.30], [-4.49, 0.86, -4.52], [-2.77, -0.91, -2.13], [-2.67, 0.41, -1.64], [-7.11, -2.53, -4.34], [-6.76, -1.21, -3.21], [-6.85, -0.89, -4.96], [-5.48, 1.25, -4.78], [-4.12, 0.23, -5.33], [-3.82, 1.71, -4.37], [-3.59, 0.71, -1.13], [-2.43, 1.10, -2.46], [-1.85, 0.45, -0.92]]
}

{
  "formula": "C16H32O18S4",
  "method": "ωB97M-V/def2-TZVPD",
  "e_above_lowest_kcal_mol": 21.5,
  "orbital_gap_ev": 9.5,
  "spin_multiplicity": 1,
  "symbols": ["C", "C", "O", "S", "O", "O", "O", "H", "H", "H", "H", "C", "C", "O", "S", "O", "O", "O", "H", "H", "H", "H", "C", "C", "O", "S", "O", "O", "O", "H", "H", "H", "H", "C", "C", "O", "S", "O", "O", "O", "H", "H", "H", "H", "C", "C", "C", "O", "C", "H", "H", "H", "H", "H", "H", "H", "H", "C", "C", "C", "O", "C", "H", "H", "H", "H", "H", "H", "H", "H"],
  "positions_angstrom": [[1.03, 0.66, -0.19], [1.56, 0.72, 1.21], [0.51, 0.36, 2.10], [-0.70, -0.33, 1.29], [-1.74, 0.63, 1.23], [-0.92, -1.66, 1.74], [0.06, -0.41, -0.14], [1.77, 0.47, -0.97], [0.40, 1.50, -0.50], [2.14, 1.61, 1.42], [2.26, -0.13, 1.30], [-5.13, -1.78, 1.66], [-4.72, -0.31, 1.67], [-5.94, 0.39, 1.57], [-6.75, -0.28, 0.37], [-6.18, 0.08, -0.91], [-8.16, -0.12, 0.55], [-6.29, -1.79, 0.77], [-5.57, -2.06, 2.62], [-4.44, -2.52, 1.27], [-4.05, -0.09, 0.84], [-4.18, -0.10, 2.59], [5.41, -2.36, -0.36], [5.48, -3.53, -1.36], [4.27, -3.44, -2.14], [3.26, -2.24, -1.71], [1.97, -2.78, -1.50], [3.41, -1.09, -2.58], [4.07, -1.93, -0.32], [6.04, -1.53, -0.67], [5.64, -2.69, 0.65], [5.47, -4.48, -0.83], [6.29, -3.53, -2.08], [-2.72, 1.84, -2.88], [-3.08, 3.23, -3.38], [-1.89, 4.01, -3.35], [-0.55, 3.14, -3.07], [0.20, 3.65, -1.97], [0.12, 2.78, -4.29], [-1.34, 1.80, -2.52], [-2.85, 1.10, -3.66], [-3.32, 1.56, -2.01], [-3.77, 3.78, -2.73], [-3.54, 3.09, -4.36], [-3.71, -2.79, -2.15], [-2.66, -1.75, -1.96], [-1.42, -2.66, -1.88], [-1.68, -3.73, -2.77], [-3.06, -3.75, -3.17], [-4.64, -2.39, -2.57], [-4.06, -3.25, -1.22], [-2.84, -1.14, -1.08], [-2.56, -1.10, -2.83], [-1.31, -3.07, -0.87], [-0.56, -2.08, -2.21], [-3.56, -4.71, -3.02], [-3.19, -3.40, -4.19], [4.62, 3.76, 5.13], [5.72, 2.83, 4.65], [5.31, 2.55, 3.15], [3.99, 3.05, 3.03], [3.41, 3.34, 4.28], [4.78, 4.81, 4.92], [4.51, 3.61, 6.20], [5.88, 1.98, 5.30], [6.62, 3.46, 4.63], [5.40, 1.47, 2.96], [5.90, 3.12, 2.44], [2.90, 2.45, 4.67], [2.70, 4.16, 4.14]]
}

{
  "formula": "C16H32O2P2Ti",
  "method": "ωB97M-V/def2-TZVPD",
  "e_above_lowest_kcal_mol": 56.0,
  "charge": 2,
  "orbital_gap_ev": 4.5,
  "spin_multiplicity": 1,
  "symbols": ["P", "P", "C", "C", "H", "H", "H", "H", "C", "H", "H", "H", "C", "H", "H", "H", "C", "H", "H", "H", "C", "H", "H", "H", "Ti", "C", "C", "C", "C", "C", "C", "C", "C", "C", "H", "H", "H", "H", "H", "H", "H", "H", "H", "H", "H", "H", "H", "H", "H", "O", "C", "O", "H"],
  "positions_angstrom": [[1.27, -2.11, -4.15], [1.30, 1.09, -4.39], [0.99, -1.29, -5.73], [1.82, 0.02, -5.83], [-0.10, -1.06, -5.73], [1.21, -2.04, -6.52], [2.91, -0.13, -5.83], [1.53, 0.52, -6.77], [0.29, 2.11, -5.66], [0.04, 3.13, -5.33], [-0.62, 1.64, -6.06], [0.96, 2.25, -6.53], [2.40, 2.56, -4.28], [2.42, 3.07, -5.25], [3.42, 2.29, -3.96], [1.94, 3.24, -3.55], [-0.22, -3.17, -3.94], [-0.13, -3.73, -2.97], [-0.25, -3.88, -4.81], [-1.14, -2.54, -3.93], [2.68, -3.17, -4.42], [3.56, -2.84, -3.87], [2.93, -3.29, -5.48], [2.33, -4.12, -4.00], [1.88, -0.53, -2.68], [-1.87, 3.04, -3.25], [-2.60, 3.22, -4.36], [-3.30, 2.08, -5.04], [-4.40, 1.43, -4.17], [-4.13, 0.01, -3.74], [-3.12, -0.31, -2.89], [-1.81, 0.40, -2.98], [-1.76, 1.81, -2.34], [3.83, -1.46, -1.91], [-1.09, 3.79, -3.05], [-2.62, 4.18, -4.92], [-2.54, 1.32, -5.25], [-3.77, 2.43, -5.99], [-4.60, 2.10, -3.30], [-5.34, 1.42, -4.76], [-4.89, -0.70, -4.10], [-3.30, -1.05, -2.08], [-1.57, 0.49, -4.05], [-0.99, -0.19, -2.52], [-2.39, 1.87, -1.43], [-0.69, 1.90, -2.03], [4.46, -0.68, -1.44], [4.46, -2.04, -2.61], [3.53, -2.16, -1.10], [1.07, -2.04, -1.41], [0.65, -1.15, -0.63], [0.94, 0.07, -0.95], [0.08, -1.39, 0.28]]
}

{
  "formula": "C16H32O32S8",
  "method": "ωB97M-V/def2-TZVPD",
  "e_above_lowest_kcal_mol": 46.4,
  "orbital_gap_ev": 10.3,
  "spin_multiplicity": 1,
  "symbols": ["C", "C", "O", "S", "O", "O", "O", "H", "H", "H", "H", "C", "C", "O", "S", "O", "O", "O", "H", "H", "H", "H", "C", "C", "O", "S", "O", "O", "O", "H", "H", "H", "H", "C", "C", "O", "S", "O", "O", "O", "H", "H", "H", "H", "C", "C", "O", "S", "O", "O", "O", "H", "H", "H", "H", "C", "C", "O", "S", "O", "O", "O", "H", "H", "H", "H", "C", "C", "O", "S", "O", "O", "O", "H", "H", "H", "H", "C", "C", "O", "S", "O", "O", "O", "H", "H", "H", "H"],
  "positions_angstrom": [[11.77, 15.65, 13.65], [11.19, 15.93, 12.27], [11.00, 17.45, 12.13], [11.94, 18.08, 13.27], [11.09, 18.60, 14.31], [12.83, 18.96, 12.64], [12.72, 16.77, 13.75], [12.34, 14.68, 13.71], [11.06, 15.81, 14.46], [10.18, 15.46, 12.14], [11.88, 15.66, 11.47], [9.30, 22.27, 12.95], [9.94, 21.34, 11.92], [10.75, 22.28, 11.17], [10.03, 23.77, 11.12], [9.34, 24.06, 9.87], [11.05, 24.69, 11.57], [8.95, 23.43, 12.13], [10.00, 22.64, 13.79], [8.38, 22.07, 13.52], [9.26, 20.86, 11.23], [10.63, 20.67, 12.40], [13.19, 10.03, 12.00], [12.65, 9.88, 10.58], [12.82, 11.11, 9.84], [12.60, 12.26, 10.99], [11.16, 12.56, 11.16], [13.52, 13.35, 10.69], [13.07, 11.48, 12.24], [14.28, 9.94, 12.03], [12.71, 9.40, 12.71], [11.56, 9.62, 10.70], [13.03, 9.00, 10.01], [15.68, 19.18, 10.30], [14.42, 20.06, 10.18], [13.40, 19.11, 9.74], [14.08, 18.02, 8.81], [14.24, 18.66, 7.56], [13.32, 16.83, 9.00], [15.52, 17.96, 9.57], [15.93, 18.82, 11.32], [16.56, 19.67, 9.91], [14.56, 20.82, 9.41], [14.19, 20.43, 11.20], [6.17, 17.73, 13.77], [7.56, 17.26, 13.39], [8.47, 18.25, 13.87], [7.97, 18.80, 15.24], [8.16, 20.21, 15.23], [8.42, 18.00, 16.27], [6.39, 18.53, 15.06], [5.58, 16.88, 14.04], [5.72, 18.30, 12.93], [7.66, 17.33, 12.32], [7.77, 16.30, 13.90], [11.37, 18.19, 17.61], [10.43, 17.31, 18.48], [11.30, 16.07, 18.81], [12.43, 15.97, 17.68], [12.13, 14.86, 16.83], [13.73, 16.00, 18.30], [12.21, 17.22, 16.88], [12.06, 18.76, 18.21], [10.86, 18.78, 16.87], [9.57, 16.95, 17.91], [10.11, 17.86, 19.36], [10.53, 17.76, 9.34], [9.90, 16.37, 9.19], [8.45, 16.68, 9.27], [8.23, 18.23, 9.46], [7.27, 18.46, 10.45], [8.14, 18.73, 8.12], [9.63, 18.58, 10.11], [10.76, 18.26, 8.38], [11.38, 17.62, 9.96], [10.06, 15.63, 9.93], [10.09, 15.82, 8.18], [10.90, 12.30, 16.20], [10.29, 12.79, 17.53], [9.35, 13.84, 17.15], [8.79, 13.51, 15.62], [9.03, 14.69, 14.82], [7.43, 13.10, 15.64], [9.74, 12.38, 15.27], [11.17, 11.23, 16.23], [11.73, 12.89, 15.80], [10.93, 13.23, 18.32], [9.76, 11.94, 17.98]]
}

{
  "formula": "C16H33BBrFO7PS",
  "method": "ωB97M-V/def2-TZVPD",
  "charge": -1,
  "orbital_gap_ev": 7.5,
  "spin_multiplicity": 1,
  "symbols": ["C", "C", "S", "C", "C", "C", "O", "B", "C", "C", "O", "Br", "C", "C", "C", "F", "O", "H", "H", "H", "H", "H", "H", "H", "H", "H", "H", "H", "H", "H", "H", "H", "H", "H", "H", "O", "P", "O", "C", "C", "O", "C", "C", "O", "C", "C", "H", "H", "H", "H", "H", "H", "H", "H", "H", "H", "H", "H", "H", "H", "H"],
  "positions_angstrom": [[-1.77, 1.32, 6.74], [-2.07, 2.81, 6.79], [-0.64, 3.93, 6.71], [0.81, 2.94, 6.23], [1.21, 3.12, 4.76], [0.03, 2.71, 3.84], [0.05, 1.30, 4.00], [1.44, 1.04, 3.62], [2.13, -0.37, 4.26], [2.00, -0.51, 5.71], [2.70, -0.15, 6.59], [0.29, -1.49, 6.26], [1.76, 0.95, 2.00], [0.53, 0.82, 1.12], [0.40, -0.51, 0.40], [0.60, 1.81, 0.07], [2.16, 2.16, 4.33], [-0.98, 1.03, 7.42], [-1.55, 0.96, 5.74], [-2.67, 0.79, 7.08], [-2.77, 3.06, 5.98], [-2.58, 3.02, 7.73], [0.74, 1.89, 6.50], [1.62, 3.35, 6.84], [1.58, 4.13, 4.56], [0.39, 3.02, 2.84], [-0.94, 3.17, 4.01], [1.69, -1.25, 3.79], [3.20, -0.32, 4.04], [2.35, 1.80, 1.65], [2.38, 0.07, 1.82], [-0.40, 1.04, 1.64], [0.73, -1.32, 1.05], [-0.66, -0.71, 0.19], [0.98, -0.52, -0.53], [0.30, -1.72, -6.89], [-0.86, -1.62, -6.00], [-0.84, -2.76, -4.88], [0.39, -3.27, -4.36], [0.84, -2.50, -3.14], [-2.16, -2.04, -6.85], [-2.09, -2.26, -8.25], [-1.89, -3.73, -8.56], [-1.61, -0.43, -5.27], [-0.98, 0.37, -4.25], [0.34, 0.97, -4.68], [1.17, -3.28, -5.12], [0.19, -4.31, -4.09], [1.09, -1.47, -3.40], [1.73, -2.96, -2.70], [0.06, -2.48, -2.38], [-1.30, -1.66, -8.70], [-3.03, -1.92, -8.67], [-1.08, -4.15, -7.96], [-1.65, -3.88, -9.62], [-2.79, -4.30, -8.33], [-0.87, -0.23, -3.34], [-1.69, 1.16, -4.01], [1.04, 0.20, -5.02], [0.80, 1.50, -3.85], [0.19, 1.66, -5.50]]
}

{
  "formula": "C16H33BCrF4N2P2Te",
  "method": "ωB97M-V/def2-TZVPD",
  "e_above_lowest_kcal_mol": 27.5,
  "charge": 3,
  "orbital_gap_ev": [6.2, 6.7],
  "spin_multiplicity": 2,
  "s_squared": 0.81,
  "symbols": ["Cr", "C", "P", "C", "C", "C", "P", "C", "C", "H", "H", "H", "H", "H", "H", "H", "H", "H", "H", "H", "H", "H", "H", "H", "H", "N", "C", "C", "N", "H", "H", "H", "H", "H", "H", "H", "H", "H", "F", "B", "F", "F", "F", "C", "Te", "C", "C", "C", "C", "C", "C", "C", "H", "H", "H", "H", "H", "H", "H", "H"],
  "positions_angstrom": [[-0.21, -0.87, -0.47], [3.00, -0.62, -1.51], [2.14, -0.51, 0.09], [2.80, 0.90, 1.01], [2.83, -1.94, 1.00], [2.31, -3.22, 0.37], [0.50, -3.10, 0.22], [-0.12, -3.67, 1.82], [0.06, -4.40, -0.97], [4.08, -0.57, -1.33], [2.71, 0.18, -2.18], [2.77, -1.56, -2.00], [3.88, 0.78, 1.03], [2.43, 0.89, 2.03], [2.55, 1.86, 0.56], [2.55, -1.86, 2.05], [3.92, -1.88, 0.95], [2.56, -4.10, 0.96], [2.72, -3.38, -0.63], [0.36, -4.62, 2.07], [-1.20, -3.83, 1.80], [0.10, -2.96, 2.61], [0.56, -5.32, -0.68], [0.38, -4.12, -1.97], [-1.02, -4.60, -0.99], [-5.63, -1.92, 0.04], [-4.63, -2.55, 0.99], [-3.31, -1.79, 1.11], [-2.36, -1.93, -0.01], [-6.52, -2.43, 0.08], [-5.32, -1.94, -0.94], [-5.82, -0.95, 0.28], [-4.49, -3.58, 0.66], [-5.12, -2.57, 1.96], [-2.83, -2.18, 2.01], [-3.49, -0.73, 1.29], [-2.70, -1.52, -0.88], [-2.22, -2.92, -0.21], [-3.29, 2.49, -1.60], [-3.44, 1.40, -0.91], [-1.25, -0.66, -1.93], [-4.44, 0.56, -1.14], [-2.61, 1.08, 0.08], [0.10, 3.06, 0.47], [0.07, 1.83, -1.27], [1.93, 2.75, -1.77], [1.89, 4.05, -0.99], [2.73, 5.10, -1.36], [2.74, 6.26, -0.61], [1.92, 6.38, 0.51], [1.07, 5.35, 0.86], [1.05, 4.18, 0.11], [0.41, 2.48, 1.34], [-0.92, 3.41, 0.64], [1.92, 2.89, -2.85], [2.77, 2.12, -1.51], [3.36, 5.01, -2.23], [3.39, 7.08, -0.90], [1.94, 7.29, 1.09], [0.42, 5.46, 1.72]]
}

Repeat the sixth record exactly.
{
  "formula": "C16H33BBrFO7PS",
  "method": "ωB97M-V/def2-TZVPD",
  "charge": -1,
  "orbital_gap_ev": 7.5,
  "spin_multiplicity": 1,
  "symbols": ["C", "C", "S", "C", "C", "C", "O", "B", "C", "C", "O", "Br", "C", "C", "C", "F", "O", "H", "H", "H", "H", "H", "H", "H", "H", "H", "H", "H", "H", "H", "H", "H", "H", "H", "H", "O", "P", "O", "C", "C", "O", "C", "C", "O", "C", "C", "H", "H", "H", "H", "H", "H", "H", "H", "H", "H", "H", "H", "H", "H", "H"],
  "positions_angstrom": [[-1.77, 1.32, 6.74], [-2.07, 2.81, 6.79], [-0.64, 3.93, 6.71], [0.81, 2.94, 6.23], [1.21, 3.12, 4.76], [0.03, 2.71, 3.84], [0.05, 1.30, 4.00], [1.44, 1.04, 3.62], [2.13, -0.37, 4.26], [2.00, -0.51, 5.71], [2.70, -0.15, 6.59], [0.29, -1.49, 6.26], [1.76, 0.95, 2.00], [0.53, 0.82, 1.12], [0.40, -0.51, 0.40], [0.60, 1.81, 0.07], [2.16, 2.16, 4.33], [-0.98, 1.03, 7.42], [-1.55, 0.96, 5.74], [-2.67, 0.79, 7.08], [-2.77, 3.06, 5.98], [-2.58, 3.02, 7.73], [0.74, 1.89, 6.50], [1.62, 3.35, 6.84], [1.58, 4.13, 4.56], [0.39, 3.02, 2.84], [-0.94, 3.17, 4.01], [1.69, -1.25, 3.79], [3.20, -0.32, 4.04], [2.35, 1.80, 1.65], [2.38, 0.07, 1.82], [-0.40, 1.04, 1.64], [0.73, -1.32, 1.05], [-0.66, -0.71, 0.19], [0.98, -0.52, -0.53], [0.30, -1.72, -6.89], [-0.86, -1.62, -6.00], [-0.84, -2.76, -4.88], [0.39, -3.27, -4.36], [0.84, -2.50, -3.14], [-2.16, -2.04, -6.85], [-2.09, -2.26, -8.25], [-1.89, -3.73, -8.56], [-1.61, -0.43, -5.27], [-0.98, 0.37, -4.25], [0.34, 0.97, -4.68], [1.17, -3.28, -5.12], [0.19, -4.31, -4.09], [1.09, -1.47, -3.40], [1.73, -2.96, -2.70], [0.06, -2.48, -2.38], [-1.30, -1.66, -8.70], [-3.03, -1.92, -8.67], [-1.08, -4.15, -7.96], [-1.65, -3.88, -9.62], [-2.79, -4.30, -8.33], [-0.87, -0.23, -3.34], [-1.69, 1.16, -4.01], [1.04, 0.20, -5.02], [0.80, 1.50, -3.85], [0.19, 1.66, -5.50]]
}